Entry 1:
Formula: C32H41BiGe2IN2O3
Source: OMol25
Level of theory: ωB97M-V/def2-TZVPD

Total charge ... +1
Energy relative to the best compared isomer or geometry (same formula, charge and spin) ... 132.80 kJ/mol

Each line ends with the Löwdin charge.
Geometry (Å):
Bi1 0.66 -0.85 -0.44  1.2290
C1 -1.94 -4.90 -1.51  -0.0172
C2 -2.02 -4.33 -0.12  -0.2724
N1 -3.01 -4.69 0.65  0.1372
C3 -3.08 -4.22 1.92  -0.0824
C4 -2.13 -3.41 2.48  -0.1642
C5 -2.25 -3.02 3.92  -0.1865
O1 -1.94 -1.63 4.06  -0.0668
C6 -1.07 -2.96 1.65  -0.1067
C7 0.04 -2.27 2.26  -0.0292
N2 0.89 -1.47 1.71  -0.0156
C8 2.07 -1.03 2.48  -0.4107
C9 1.85 -0.90 3.95  0.0039
C10 2.39 -1.84 4.73  -0.0438
C11 3.28 -2.92 4.25  -0.0576
C12 3.81 -2.86 3.02  0.0024
C13 3.37 -1.75 2.22  -0.1067
I1 2.73 -2.34 -1.61  0.3871
C14 -1.01 -3.40 0.31  -0.3524
O2 -0.07 -3.05 -0.51  -0.3782
H1 -2.94 -5.16 -1.85  0.0862
H2 -1.46 -4.21 -2.19  0.0718
H3 -1.34 -5.82 -1.50  0.0944
H4 -3.94 -4.54 2.50  0.1179
H5 -3.27 -3.22 4.26  0.1247
H6 -1.57 -3.63 4.54  0.1323
H7 -2.06 -1.38 4.99  0.1013
H8 0.22 -2.48 3.31  0.1334
H9 1.19 -0.13 4.33  0.1277
H10 2.18 -1.82 5.79  0.1150
H11 3.55 -3.71 4.94  0.1075
H12 4.54 -3.58 2.67  0.1192
C15 -4.29 -0.65 -2.20  -0.1465
C16 -2.96 -1.29 -1.78  -0.3409
Ge1 -1.94 -0.22 -0.52  0.8042
C17 -2.71 0.19 1.21  -0.3503
C18 -4.05 0.93 1.07  -0.1475
C19 -1.54 1.47 -1.43  -0.2531
C20 -0.44 2.14 -1.82  -0.3283
Ge2 1.41 1.67 -1.22  0.8463
C21 1.95 2.83 0.25  -0.3450
C22 2.84 4.02 -0.10  -0.1482
C23 2.68 1.19 -2.63  -0.4131
C24 3.21 2.26 -3.58  -0.1504
C25 -0.57 3.37 -2.67  -0.2286
C26 -1.78 3.73 -3.28  -0.0338
C27 -1.89 4.88 -4.04  -0.0639
C28 -0.79 5.71 -4.23  -0.0706
C29 0.42 5.37 -3.64  -0.0605
C30 0.52 4.21 -2.88  -0.0741
H13 -4.70 -1.17 -3.06  0.0779
H14 -4.17 0.40 -2.49  0.0589
H15 -5.03 -0.69 -1.40  0.0616
H16 -2.31 -1.43 -2.65  0.0713
H17 -3.13 -2.28 -1.35  0.0507
H18 -1.99 0.82 1.74  0.0684
H19 -2.82 -0.72 1.79  0.0397
H20 -3.96 1.84 0.46  0.0683
H21 -4.41 1.23 2.05  0.0769
H22 -4.81 0.30 0.61  0.0589
H23 -2.48 1.92 -1.74  0.0389
H24 2.46 2.19 0.97  0.0312
H25 1.01 3.15 0.71  0.0735
H26 3.74 3.72 -0.64  0.0660
H27 3.17 4.51 0.82  0.0774
H28 2.33 4.78 -0.69  0.0576
H29 2.18 0.40 -3.19  0.0302
H30 3.51 0.70 -2.11  0.0138
H31 2.42 2.67 -4.22  0.0653
H32 3.96 1.82 -4.24  0.0782
H33 3.68 3.09 -3.06  0.0629
H34 -2.66 3.11 -3.18  0.1002
H35 -2.83 5.13 -4.50  0.1102
H36 -0.87 6.60 -4.83  0.1096
H37 1.29 5.99 -3.78  0.1121
H38 1.47 3.97 -2.44  0.0525
C31 4.98 -0.06 0.96  0.0216
C32 3.79 -0.64 1.60  -0.2554
O3 2.60 0.11 1.74  -0.0543
H39 5.44 0.68 1.60  0.1044
H40 4.69 0.43 0.02  0.0752
H41 5.70 -0.85 0.74  0.0998

Entry 2:
Formula: C32H41BrIN9O5PSSr
Source: OMol25
Level of theory: ωB97M-V/def2-TZVPD

Total charge ... -1
Energy relative to the best compared isomer or geometry (same formula, charge and spin) ... 104.92 kJ/mol

Each line ends with the Löwdin charge.
Geometry (Å):
Sr1 0.25 0.55 -1.38  1.1697
O1 0.70 -3.15 -3.43  0.0203
C1 -0.38 -3.95 -3.53  -0.2796
C2 -0.29 -5.10 -4.32  -0.0293
C3 -1.38 -5.95 -4.44  -0.1168
C4 -2.57 -5.67 -3.78  -0.1220
C5 -2.65 -4.52 -3.01  -0.0587
C6 -1.58 -3.65 -2.87  -0.0961
C7 -1.74 -2.37 -2.04  -0.4434
O2 -0.59 -1.66 -1.89  -0.4457
N1 -2.28 -2.75 -0.71  0.0173
N2 -2.60 -1.64 0.00  0.0104
C8 -2.33 -1.57 1.24  -0.2204
C9 -2.70 -0.37 2.00  -0.6404
Br1 -1.17 0.49 2.74  0.7453
C10 -3.89 0.19 2.22  -0.1091
C11 -5.25 -0.29 1.90  -0.1945
C12 -5.59 -1.16 0.86  -0.0260
C13 -6.91 -1.55 0.67  -0.0831
C14 -7.92 -1.07 1.49  -0.1051
C15 -7.60 -0.19 2.52  -0.0973
C16 -6.28 0.20 2.71  -0.0489
H1 0.41 -2.43 -2.78  0.0408
H2 0.65 -5.31 -4.81  0.1075
H3 -1.29 -6.84 -5.05  0.0909
H4 -3.42 -6.33 -3.87  0.0855
H5 -3.57 -4.29 -2.48  0.1039
H6 -2.55 -1.78 -2.50  0.1259
H7 -1.59 -3.34 -0.24  0.1313
H8 -1.73 -2.33 1.74  0.1135
H9 -3.88 1.12 2.78  0.0983
H10 -4.82 -1.52 0.20  0.0793
H11 -7.14 -2.22 -0.14  0.0999
H12 -8.94 -1.37 1.33  0.0941
H13 -8.37 0.20 3.17  0.0960
H14 -6.04 0.89 3.51  0.1089
N3 -5.29 0.44 -3.82  0.0972
C17 -4.47 1.22 -3.01  -0.3087
C18 -4.29 2.58 -3.27  -0.0326
C19 -3.48 3.35 -2.46  -0.0776
C20 -2.84 2.78 -1.37  -0.2988
C21 -3.05 1.44 -1.07  -0.0731
C22 -3.85 0.66 -1.89  -0.0225
S1 -1.75 3.73 -0.37  0.5919
O3 -2.03 3.43 1.01  -0.3241
O4 -1.88 5.11 -0.81  -0.3287
N4 -0.34 3.04 -0.81  -0.2147
C23 0.70 3.25 0.06  -0.5409
N5 1.45 2.15 0.32  0.0155
C24 2.57 2.31 1.00  -0.1460
C25 2.96 3.54 1.50  -0.0612
C26 2.08 4.59 1.26  -0.1317
N6 0.97 4.47 0.54  0.1348
H15 -5.37 0.75 -4.77  0.0806
H16 -5.09 -0.55 -3.77  0.0839
H17 -4.79 3.03 -4.12  0.1071
H18 -3.34 4.41 -2.65  0.0965
H19 -2.60 0.99 -0.20  0.0837
H20 -3.99 -0.38 -1.65  0.0837
H21 3.14 1.40 1.17  0.0813
H22 3.87 3.67 2.07  0.0918
H23 2.28 5.58 1.66  0.1053
C27 2.58 3.21 -2.56  -0.1002
N7 1.60 2.22 -3.03  -0.3504
C28 2.27 1.16 -3.81  -0.1123
P1 0.14 2.64 -3.81  0.5432
O5 -0.83 1.54 -3.52  -0.3568
N8 0.49 2.55 -5.44  -0.3335
C29 -0.12 1.59 -6.33  -0.1018
C30 1.38 3.50 -6.07  -0.1197
N9 -0.37 4.20 -3.59  -0.2633
C31 -1.29 4.62 -4.64  -0.1052
C32 0.28 5.32 -2.93  -0.1063
H24 3.32 2.69 -1.96  0.0923
H25 2.12 3.97 -1.95  0.0499
H26 3.10 3.69 -3.40  0.0856
H27 2.91 0.57 -3.16  0.0991
H28 2.88 1.58 -4.62  0.0858
H29 1.53 0.50 -4.26  0.0837
H30 -0.77 0.93 -5.76  0.0775
H31 0.64 0.99 -6.84  0.0848
H32 -0.72 2.09 -7.10  0.0828
H33 1.79 4.19 -5.33  0.0693
H34 0.86 4.10 -6.83  0.0798
H35 2.21 3.00 -6.56  0.0837
H36 -1.87 3.78 -5.02  0.0816
H37 -0.78 5.12 -5.47  0.0784
H38 -2.00 5.33 -4.20  0.0845
H39 0.56 5.08 -1.91  0.0398
H40 -0.46 6.12 -2.84  0.0853
H41 1.14 5.70 -3.50  0.0816
I1 1.81 -1.71 0.69  -0.3343

Entry 3:
Formula: C32H41BrN5O3PS2Y
Source: OMol25
Level of theory: ωB97M-V/def2-TZVPD

Total charge ... -1
Energy relative to the best compared isomer or geometry (same formula, charge and spin) ... 90.85 kJ/mol

Each line ends with the Löwdin charge.
Geometry (Å):
Y1 0.13 -0.47 -0.05  1.2770
C1 4.47 -1.56 -0.95  -0.0248
C2 3.02 -1.36 -1.30  -0.4739
O1 2.24 -1.09 -0.32  -0.2322
C3 2.62 -1.51 -2.61  -0.0449
C4 1.28 -1.43 -3.10  -0.3444
C5 1.07 -1.69 -4.57  -0.0502
N1 0.26 -1.15 -2.33  -0.0683
N2 -0.97 -1.19 -3.00  0.0483
C6 -1.99 -1.13 -2.20  -0.5073
O2 -1.97 -1.00 -0.92  -0.1744
C7 -3.33 -1.22 -2.87  -0.1568
C8 -4.48 -1.01 -2.10  -0.0265
C9 -5.74 -1.08 -2.68  -0.0894
C10 -5.88 -1.37 -4.03  -0.1107
C11 -4.74 -1.58 -4.80  -0.1016
C12 -3.48 -1.51 -4.22  -0.0744
H1 4.77 -0.82 -0.20  0.0556
H2 4.60 -2.55 -0.51  0.0859
H3 5.12 -1.48 -1.83  0.0701
H4 3.39 -1.75 -3.34  0.0840
H5 2.02 -1.82 -5.07  0.0636
H6 0.46 -2.59 -4.71  0.0777
H7 0.51 -0.87 -5.02  0.0563
H8 -4.35 -0.82 -1.04  0.1117
H9 -6.62 -0.92 -2.07  0.0959
H10 -6.86 -1.43 -4.48  0.0910
H11 -4.83 -1.82 -5.85  0.0955
H12 -2.58 -1.69 -4.80  0.1041
O3 -2.70 5.53 -0.09  0.0733
C13 -2.16 4.29 -0.05  -0.3111
C14 -2.90 3.14 -0.27  -0.0081
C15 -2.26 1.92 -0.21  -0.1235
N3 -0.95 1.80 0.03  -0.0440
C16 -0.27 2.91 0.21  -0.7558
Br1 1.60 2.70 0.44  0.8094
C17 -0.80 4.18 0.20  -0.0394
H13 -3.64 5.46 -0.29  0.1093
H14 -3.96 3.18 -0.49  0.1195
H15 -2.78 0.98 -0.37  0.1007
H16 -0.19 5.06 0.35  0.1162
N4 -0.59 -0.83 1.84  -0.2642
C18 -1.02 -2.00 2.34  -0.5026
C19 -1.84 -2.13 3.51  -0.0868
C20 -2.15 -3.37 4.07  -0.1567
C21 -1.69 -4.56 3.51  -0.1740
C22 -0.94 -4.48 2.33  -0.1499
C23 -0.62 -3.26 1.76  -0.0927
H17 -2.24 -1.22 3.95  0.0780
H18 -2.76 -3.40 4.96  0.0789
H19 -1.92 -5.52 3.96  0.0664
H20 -0.59 -5.39 1.85  0.0836
H21 -0.04 -3.24 0.85  0.0777
S1 0.60 2.25 -2.92  0.6420
C24 -0.60 2.10 -4.02  -1.1448
N5 -0.44 2.02 -5.36  -0.0721
C25 -1.64 2.16 -6.17  -0.2396
C26 -2.73 1.53 -5.32  -0.4115
S2 -2.30 2.01 -3.63  0.9539
H22 0.47 2.25 -5.71  0.1290
H23 -1.52 1.65 -7.12  0.1176
H24 -1.87 3.21 -6.36  0.1127
H25 -2.71 0.44 -5.38  0.0500
H26 -3.73 1.88 -5.57  0.0825
C27 1.23 0.86 5.48  -0.1653
C28 0.66 0.75 4.06  -0.4093
P1 1.71 0.03 2.72  0.8917
C29 2.08 -1.62 3.47  -0.3850
C30 3.02 -2.51 2.65  -0.1476
C31 3.32 0.92 3.18  -0.4391
C32 4.40 0.80 2.09  -0.1898
H27 0.49 1.31 6.15  0.0602
H28 2.13 1.49 5.52  0.0482
H29 1.49 -0.12 5.89  0.0574
H30 0.35 1.74 3.71  0.0639
H31 -0.24 0.14 4.06  0.0368
H32 1.12 -2.12 3.59  0.0600
H33 2.50 -1.46 4.47  0.0602
H34 2.77 -2.47 1.59  0.0394
H35 2.95 -3.55 2.98  0.0652
H36 4.07 -2.20 2.76  0.0520
H37 3.72 0.58 4.14  0.0620
H38 3.05 1.98 3.30  0.0515
H39 4.82 -0.20 2.06  0.0442
H40 5.22 1.51 2.25  0.0595
H41 3.97 0.99 1.10  0.0231